(1)
9
Properties=species:S:1:pos:R:3:forces:R:3:mulliken_charge:R:1 method="wB97M-V/def2-TZVPD" gap_ev=8.64 de_lowest_kcal_mol=108.9 total_charge=0 e_homo_ev=-8.171 spin_multiplicity=1
O -1.628566 0.869386 -0.625050 -0.1026 -0.0399 -0.3244 -0.384
C -0.774398 -0.094487 -0.299077 0.4523 0.3612 0.0963 -0.163
C -0.396393 -0.326323 1.039960 0.4855 -0.0272 -0.3321 0.251
O 0.776976 -0.455090 1.441200 0.0491 -0.0859 -0.2349 -0.611
C 1.729910 -0.052921 -0.495210 -1.0007 0.1031 -0.0438 0.191
N 0.809643 0.237672 -1.164093 0.1172 -0.4412 1.2317 -0.325
H -1.977923 0.681766 -1.505023 -0.2098 -0.0338 0.0702 0.388
H -1.241982 -0.577247 1.719681 0.2864 0.1465 -0.4429 0.340
H 2.702734 -0.282756 -0.112388 -0.0774 0.0172 -0.0201 0.313

***

(2)
10
Properties=species:S:1:pos:R:3:forces:R:3:mulliken_charge:R:1 method="wB97M-V/def2-TZVPD" gap_ev=8.86 de_lowest_kcal_mol=129.5 total_charge=0 e_homo_ev=-8.452 spin_multiplicity=1
C 0.386427 -0.040165 0.990974 1.7309 0.5341 5.8102 -0.612
C 1.221579 -0.151866 -0.044658 -0.8630 -0.4687 -4.6164 -0.047
C -0.936195 0.036546 1.017033 2.1437 0.4736 -1.6279 0.610
N -1.264958 0.593137 -1.141622 3.7030 0.4307 0.6644 -0.636
O -1.987671 -0.074654 1.393792 -3.9690 -0.4479 1.8784 -0.308
O 0.966823 -1.027983 -1.174034 0.3743 -2.0814 1.2846 -0.312
S 0.277886 0.351646 -1.566142 -2.5436 2.7572 -2.1962 0.308
H 1.022140 0.270108 1.931207 -2.0245 -0.6062 -1.4232 0.212
H 2.161449 0.232991 -0.146805 2.4890 0.7037 0.6085 0.517
H -1.847481 -0.189759 -1.259745 -1.0410 -1.2952 -0.3825 0.269

***

(3)
10
Properties=species:S:1:pos:R:3:forces:R:3:mulliken_charge:R:1 method="wB97M-V/def2-TZVPD" gap_ev=9.36 de_lowest_kcal_mol=53.3 total_charge=0 e_homo_ev=-9.220 spin_multiplicity=1
O 2.623726 -0.763879 0.164260 -2.4660 1.0537 -0.3704 -0.579
C 1.526543 -0.228783 -0.015758 3.6408 -0.8659 0.0677 0.504
C 1.197275 1.240501 0.043780 -3.0582 -3.0876 2.6596 -0.208
O -0.229045 1.141512 -0.133437 -0.3661 1.7204 1.0286 -0.320
C -0.715708 -0.095120 0.005511 -0.3421 1.2622 -1.7785 0.261
S -2.307381 -0.239051 0.092450 -0.5947 -1.0873 0.5021 -0.332
N 0.343438 -0.904342 -0.329819 1.6141 -5.3535 3.3571 -0.200
H 1.448311 1.837037 -0.685960 2.2377 2.5570 -4.3425 0.249
H 1.394862 1.809837 0.929434 0.3215 -0.3822 1.0271 0.240
H 0.464754 -2.012317 0.138272 -0.9870 4.1834 -2.1508 0.386

***

(4)
10
Properties=species:S:1:pos:R:3:forces:R:3:mulliken_charge:R:1 method="wB97M-V/def2-TZVPD" gap_ev=6.85 de_lowest_kcal_mol=163.8 total_charge=0 e_homo_ev=-8.670 spin_multiplicity=1
C 0.441068 1.077923 -0.290621 1.0875 2.2887 0.1432 -0.176
C 0.336833 -1.265959 -0.901832 -1.1371 -2.5758 -0.7532 0.472
C -0.850638 1.253848 0.376811 -1.3510 -1.7522 0.4893 -0.617
N 2.042250 -0.920653 1.280293 -1.0316 -0.8136 -0.3896 -0.277
O -0.095532 -2.063745 -1.709900 0.8037 1.8770 1.2414 -0.466
O 0.580768 0.033782 -1.049202 -0.1028 -0.6323 -0.9114 -0.067
S 1.136537 -1.962546 0.689376 0.8644 0.9161 0.3643 0.288
H -1.413699 2.037754 -0.201309 0.7203 -0.3614 0.8479 0.283
H -0.674131 1.481467 1.456983 -0.2191 0.4575 -1.0176 0.284
H -1.503455 0.328129 0.349400 0.3657 0.5959 -0.0145 0.275

***

(5)
10
Properties=species:S:1:pos:R:3:forces:R:3:mulliken_charge:R:1 method="wB97M-V/def2-TZVPD" gap_ev=7.70 de_lowest_kcal_mol=197.8 total_charge=0 e_homo_ev=-9.495 spin_multiplicity=1
C 0.087912 -1.032374 0.239445 2.6611 1.7115 -2.0987 -0.066
C -1.192437 -0.224255 -0.148458 2.0152 1.2289 2.3821 0.306
C -0.965811 1.392178 -0.021206 5.8771 2.6788 0.5646 0.058
H 2.921692 -0.230788 -0.736944 -1.2211 -2.5574 3.1779 0.392
H 0.252742 -2.015297 1.036231 -0.7083 3.2500 -2.4569 0.315
H -2.241234 2.146262 0.088733 4.0639 -2.2805 -0.4492 0.253
N 1.078630 -0.366645 -0.444937 -0.8094 -4.7146 4.1132 -0.166
O 2.430299 -0.843853 0.020079 -0.8468 3.3613 -4.4599 -0.424
O 0.326864 1.852535 0.081084 -9.8490 -1.9460 -0.4509 -0.428
S -2.698660 -0.677767 -0.114031 -1.1829 -0.7319 -0.3221 -0.240

***

(6)
10
Properties=species:S:1:pos:R:3:forces:R:3:mulliken_charge:R:1 method="wB97M-V/def2-TZVPD" gap_ev=9.90 de_lowest_kcal_mol=53.3 total_charge=0 e_homo_ev=-9.372 spin_multiplicity=1
O 0.922582 1.340928 1.711898 0.9875 1.0630 1.6580 -0.435
C 0.706884 0.654473 0.809843 -3.7759 -1.0044 -1.9359 0.402
C 1.279425 -0.079899 -0.339829 -1.6446 0.5060 -0.6816 -0.454
C -0.177176 -0.524536 -0.694334 0.8407 0.8003 -0.7968 0.501
O -0.723414 -1.156479 -1.533497 -0.2006 -1.3716 -1.1065 -0.586
N -0.712182 0.246623 0.248411 0.7130 2.2146 3.5527 -0.072
S -2.375593 0.497153 0.818144 1.3670 -1.4440 -1.3020 -0.099
H 1.776584 0.518920 -1.051359 0.0829 1.1770 -1.0511 0.246
H 1.969979 -0.796339 -0.167549 1.9538 -2.7053 1.1303 0.325
H -2.667088 -0.700845 0.198272 -0.3238 0.7644 0.5328 0.172

***

(7)
10
Properties=species:S:1:pos:R:3:forces:R:3:mulliken_charge:R:1 method="wB97M-V/def2-TZVPD" gap_ev=9.69 de_lowest_kcal_mol=87.8 total_charge=0 e_homo_ev=-9.554 spin_multiplicity=1
O 1.994598 -0.426915 -2.146162 -3.1742 0.3607 3.2101 -0.603
C 1.141037 -0.307292 -1.234234 2.5892 0.3969 -0.9106 0.533
C 1.041691 0.500843 0.020584 2.4648 0.7220 1.4236 -0.394
C -0.135880 0.183229 0.571551 -2.1501 0.0801 0.1579 0.320
S -1.234842 1.144120 1.509358 -0.9154 0.8877 2.1798 -0.292
N -0.780894 -0.794416 -0.117770 -2.6005 -0.0957 -0.4263 -0.134
O -0.025719 -1.031857 -1.195794 1.2484 -1.8286 -3.3804 -0.196
H 1.834750 1.082396 0.656166 -1.5674 -0.9966 -2.0774 0.287
H -2.025209 0.351830 2.413051 1.5537 0.2991 -1.4505 0.173
H -1.809530 -0.701938 -0.476750 2.5515 0.1744 1.2739 0.307

***

(8)
10
Properties=species:S:1:pos:R:3:forces:R:3:mulliken_charge:R:1 method="wB97M-V/def2-TZVPD" gap_ev=10.44 de_lowest_kcal_mol=63.8 total_charge=0 e_homo_ev=-10.046 spin_multiplicity=1
O -0.804097 -0.388943 -1.930602 -0.6918 0.6993 0.3326 -0.495
C 0.007540 -0.504184 -0.860067 0.0345 -0.4413 -1.2549 0.666
N 0.910090 -1.459691 -0.861172 -0.7685 1.2450 1.5915 -0.425
O 1.531616 -1.249678 0.402148 0.6433 0.4399 0.1363 -0.159
C 1.062554 -0.130283 1.008663 0.8901 -1.5392 0.0123 -0.321
C 0.060164 0.362725 0.277145 -0.6032 0.1944 -0.5634 0.116
S -0.981064 1.737492 0.487074 -0.1415 0.4184 0.1384 -0.295
H -1.487379 0.324190 -1.809451 1.1008 -0.8420 0.1875 0.328
H 1.547364 0.145578 1.953359 -0.3871 -0.1712 -0.5826 0.421
H -1.846787 1.162794 1.332903 -0.0767 -0.0034 0.0023 0.163

***

(9)
10
Properties=species:S:1:pos:R:3:forces:R:3:mulliken_charge:R:1 method="wB97M-V/def2-TZVPD" gap_ev="6.20 / 6.76" s2=2.0138 de_lowest_kcal_mol=85.2 total_charge=0 e_homo_ev="-5.768 / -10.667" spin_multiplicity=3
C 3.189095 -1.079453 -0.104849 1.6728 -2.5924 0.5445 0.573
C -0.162762 0.172958 0.328324 -0.6353 -1.5328 -0.1730 -0.688
C 0.692198 0.292649 -0.654571 1.0219 2.3163 -0.8345 -0.262
N 3.267419 0.084732 -0.220392 1.5521 2.5136 0.4401 -0.306
O 2.021964 1.970005 0.960128 0.5444 0.8876 2.2887 -0.353
O 3.415412 -2.211377 0.042338 -0.9095 -1.1955 -0.0699 -0.443
S 2.128009 1.435150 -0.372964 -3.5470 -1.3606 -3.5177 0.408
H -0.952432 -0.550835 0.090442 0.0221 0.5471 0.8426 0.251
H 0.133165 0.588322 1.232228 -0.5345 0.4027 1.9571 0.384
H 0.360931 -0.036150 -1.601682 0.8131 0.0140 -1.4780 0.436

***

(10)
10
Properties=species:S:1:pos:R:3:forces:R:3:mulliken_charge:R:1 method="wB97M-V/def2-TZVPD" gap_ev=10.39 de_lowest_kcal_mol=37.5 total_charge=0 e_homo_ev=-11.097 spin_multiplicity=1
H -1.407985 -2.049961 -0.291774 0.0500 0.0021 0.0466 0.289
N -0.611462 -1.863064 0.320674 0.0539 0.4545 -0.0660 -0.595
C -0.245189 -0.659169 0.239395 -0.0658 -0.3264 -0.0032 0.453
C 0.917444 -0.203106 1.084051 0.2905 0.4195 -0.0018 0.190
O 1.406160 0.894299 0.975210 -0.2694 -0.5398 0.1155 -0.462
O -0.892437 0.295490 -0.492478 -0.0390 0.0016 0.0216 -0.368
C -0.185998 1.272487 -1.169462 -0.2039 0.5429 -0.2348 0.223
O -0.720490 2.285486 -1.492484 0.3070 -0.6505 0.1831 -0.431
H 1.275016 -0.964635 1.797713 -0.0259 0.0671 -0.1080 0.370
H 0.839384 0.978233 -1.424848 -0.0972 0.0289 0.0471 0.331